Entry 1:
Here is C29H19BrCl3N2O3Sn as an isolated structure from OMol25. Energies are from ωB97M-V/def2-TZVPD.

Values from the calculation:
Kohn-Sham gap (eV): 6.71
Net charge: -1
HOMO (eV): -4.69
E (eV): -152947.5633
Largest force on an atom (eV/A): 0.4

Positions of all 58 atoms, in Å:
Sn  0.6747  1.2305  -0.4329
C  -0.7438  2.7548  2.5782
O  0.1892  1.7166  2.3372
C  0.0584  0.5554  3.0179
C  -0.5443  0.4827  4.2671
C  -0.6025  -0.7202  4.9523
C  -0.0407  -1.8555  4.3870
C  0.5695  -1.7761  3.1457
C  0.6182  -0.5829  2.4278
N  1.2323  -0.4790  1.1328
N  1.9152  -1.5135  0.8498
C  2.7336  -1.6203  -0.2117
C  3.3137  -0.5049  -0.9071
O  3.0110  0.6946  -0.6851
C  4.3528  -0.7987  -1.8815
C  4.7584  -2.0523  -2.1445
C  4.1952  -3.1897  -1.4617
C  4.6253  -4.4948  -1.7510
C  4.0814  -5.5806  -1.1057
C  3.0668  -5.3731  -0.1621
C  2.6195  -4.1019  0.1196
C  3.1872  -2.9742  -0.5032
H  -0.5341  3.2707  3.5184
H  -1.7660  2.3679  2.5851
H  -0.6342  3.4549  1.7501
H  -0.9790  1.3691  4.7098
H  -1.0768  -0.7606  5.9261
H  -0.0841  -2.8060  4.9060
H  1.0114  -2.6545  2.7001
H  4.7522  0.0549  -2.4167
H  5.5230  -2.2344  -2.8940
H  5.3958  -4.6307  -2.5037
H  4.4228  -6.5831  -1.3336
H  2.6213  -6.2228  0.3416
H  1.8116  -3.9534  0.8244
Cl  -7.1647  1.4582  -0.7395
C  -5.4535  1.1805  -0.5008
C  -4.5355  1.8017  -1.3218
C  -3.1813  1.5774  -1.1368
Cl  -2.0836  2.4024  -2.2043
C  -2.6570  0.7166  -0.1310
O  -1.4181  0.4278  0.0824
C  -3.6762  0.1326  0.6874
Cl  -3.1548  -0.9121  1.9747
C  -5.0284  0.3418  0.5132
H  -4.8681  2.4601  -2.1127
H  -5.7435  -0.1490  1.1586
Br  1.1319  -3.2797  -5.6863
C  0.8916  -2.0369  -4.2547
C  1.1642  -0.6979  -4.4716
C  1.0067  0.1930  -3.4131
C  0.5773  -0.2160  -2.1528
C  0.2820  -1.5737  -1.9963
C  0.4450  -2.4955  -3.0279
H  1.5018  -0.3583  -5.4420
H  1.2441  1.2416  -3.5885
H  -0.0920  -1.9342  -1.0415
H  0.2428  -3.5475  -2.8722

Okay, here come the Mulliken numbers, in e, for every atom: atom 1 (Sn): 0.492, atom 2 (C): -0.986, atom 3 (O): -0.265, atom 4 (C): 0.536, atom 5 (C): -0.591, atom 6 (C): -0.565, atom 7 (C): -0.962, atom 8 (C): -0.040, atom 9 (C): 0.381, atom 10 (N): 0.420, atom 11 (N): -0.482, atom 12 (C): -0.168, atom 13 (C): 0.888, atom 14 (O): -0.902, atom 15 (C): -0.866, atom 16 (C): -0.873, atom 17 (C): 1.175, atom 18 (C): -0.887, atom 19 (C): -0.546, atom 20 (C): -0.774, atom 21 (C): -0.606, atom 22 (C): 1.014, atom 23 (H): 0.327, atom 24 (H): 0.402, atom 25 (H): 0.252, atom 26 (H): 0.343, atom 27 (H): 0.380, atom 28 (H): 0.377, atom 29 (H): 0.341, atom 30 (H): 0.398, atom 31 (H): 0.350, atom 32 (H): 0.369, atom 33 (H): 0.378, atom 34 (H): 0.390, atom 35 (H): 0.296, atom 36 (Cl): -0.265, atom 37 (C): 0.466, atom 38 (C): -0.808, atom 39 (C): 0.819, atom 40 (Cl): -0.206, atom 41 (C): -1.374, atom 42 (O): 0.003, atom 43 (C): 0.723, atom 44 (Cl): -0.203, atom 45 (C): -0.824, atom 46 (H): 0.411, atom 47 (H): 0.429, atom 48 (Br): -0.250, atom 49 (C): 0.141, atom 50 (C): -0.627, atom 51 (C): -0.484, atom 52 (C): -0.048, atom 53 (C): 0.000, atom 54 (C): -0.512, atom 55 (H): 0.403, atom 56 (H): 0.334, atom 57 (H): 0.442, atom 58 (H): 0.437

---

Entry 2:
Here is C23H23BN4O3STi as an isolated structure from OMol25. Energies are from ωB97M-V/def2-TZVPD.

Values from the calculation:
Kohn-Sham gap (alpha / beta) (eV): 6.10 / 6.11
Net charge: 0
HOMO (alpha / beta) (eV): -5.88 / -5.89
E (eV): -70956.0319
Largest force on an atom (eV/A): 0.7

Positions of all 56 atoms, in Å:
Ti  0.1103  -0.2712  0.2433
N  3.7148  -2.2005  1.9265
C  2.6268  -1.4342  1.5845
S  1.3223  -2.2753  0.7331
N  2.5928  -0.2007  1.9310
N  1.4404  0.4579  1.5286
C  1.1619  1.6190  2.1878
C  2.0340  2.1789  3.2427
C  1.5295  2.4156  4.5184
C  2.3296  2.9756  5.5054
C  3.6471  3.3030  5.2266
C  4.1610  3.0662  3.9573
C  3.3627  2.5072  2.9743
C  -0.0343  2.1961  1.7918
C  -0.5395  3.4644  2.2089
C  -1.7007  3.9410  1.7002
C  -2.4177  3.1599  0.7421
C  -1.9154  1.9623  0.3644
N  -0.7412  1.4453  0.8559
H  3.8709  -3.0234  1.3715
H  4.5380  -1.6764  2.1788
H  0.5020  2.1512  4.7380
H  1.9232  3.1507  6.4934
H  4.2731  3.7392  5.9945
H  5.1893  3.3207  3.7338
H  3.7615  2.3162  1.9872
H  0.0341  4.0378  2.9238
H  -2.0786  4.9069  2.0070
H  -3.3453  3.5116  0.3139
H  -2.4293  1.3425  -0.3616
O  0.5041  -0.4576  -2.9992
B  0.8107  0.3143  -1.8577
O  1.5650  1.4247  -2.2569
C  1.7229  1.3246  -3.6146
C  2.3919  2.1708  -4.4702
C  2.3923  1.8241  -5.8201
C  1.7471  0.6787  -6.2750
C  1.0728  -0.1698  -5.3982
C  1.0803  0.1847  -4.0681
H  2.8901  3.0584  -4.1057
H  2.9062  2.4601  -6.5286
H  1.7690  0.4403  -7.3301
H  0.5693  -1.0638  -5.7397
C  -2.7830  -3.3408  -0.1693
C  -2.3218  -3.1880  1.2810
C  -2.1364  -1.6874  1.4167
O  -1.7785  -1.2284  0.0720
C  -1.9284  -2.3162  -0.8901
H  -3.8401  -3.0891  -0.2684
H  -2.6271  -4.3434  -0.5624
H  -1.3663  -3.6924  1.4310
H  -3.0395  -3.5719  2.0031
H  -1.3192  -1.4252  2.0907
H  -3.0428  -1.1600  1.7113
H  -0.9370  -2.7049  -1.1355
H  -2.3787  -1.8911  -1.7836

Okay, here come the Mulliken numbers, in e, for every atom: atom 1 (Ti): -0.159, atom 2 (N): -0.504, atom 3 (C): 0.507, atom 4 (S): -0.575, atom 5 (N): -1.158, atom 6 (N): 1.279, atom 7 (C): 0.335, atom 8 (C): -0.427, atom 9 (C): -0.187, atom 10 (C): -0.737, atom 11 (C): -0.382, atom 12 (C): -0.717, atom 13 (C): -0.044, atom 14 (C): 0.283, atom 15 (C): -0.934, atom 16 (C): -0.564, atom 17 (C): -0.844, atom 18 (C): -0.462, atom 19 (N): 0.331, atom 20 (H): 0.232, atom 21 (H): 0.243, atom 22 (H): 0.485, atom 23 (H): 0.381, atom 24 (H): 0.391, atom 25 (H): 0.377, atom 26 (H): 0.433, atom 27 (H): 0.469, atom 28 (H): 0.432, atom 29 (H): 0.400, atom 30 (H): 0.501, atom 31 (O): -0.146, atom 32 (B): 0.449, atom 33 (O): -0.244, atom 34 (C): 0.583, atom 35 (C): -0.970, atom 36 (C): -0.475, atom 37 (C): -0.492, atom 38 (C): -0.962, atom 39 (C): 0.713, atom 40 (H): 0.486, atom 41 (H): 0.378, atom 42 (H): 0.376, atom 43 (H): 0.469, atom 44 (C): -0.659, atom 45 (C): -0.592, atom 46 (C): -0.160, atom 47 (O): -0.145, atom 48 (C): -0.415, atom 49 (H): 0.302, atom 50 (H): 0.356, atom 51 (H): 0.230, atom 52 (H): 0.405, atom 53 (H): 0.149, atom 54 (H): 0.371, atom 55 (H): 0.313, atom 56 (H): 0.296

---

Entry 3:
Here is C17H35BrN9ORu as an isolated structure from OMol25. Energies are from ωB97M-V/def2-TZVPD.

Values from the calculation:
Kohn-Sham gap (alpha / beta) (eV): 9.39 / 7.55
Net charge: +2
HOMO (alpha / beta) (eV): -13.98 / -14.52
2S+1: 6
E (eV): -106267.3691
Largest force on an atom (eV/A): 0.3

Positions of all 64 atoms, in Å:
Ru  1.0675  0.3180  -0.2637
C  -0.8651  -4.1092  1.1132
N  0.5902  -4.0349  1.0515
C  1.3852  -5.2222  1.3651
C  1.1536  -2.8723  0.6769
N  0.4983  -1.7816  0.4252
N  2.5340  -2.9104  0.5324
C  3.3999  -1.8447  0.4453
N  4.6788  -2.1895  0.2148
N  3.0001  -0.6191  0.6117
H  -1.1560  -5.1186  1.3813
H  -1.3103  -3.8733  0.1438
H  -1.2626  -3.4335  1.8748
H  0.7232  -5.9900  1.7492
H  2.1256  -5.0101  2.1374
H  1.8728  -5.6343  0.4767
H  -0.4949  -1.8873  0.5772
H  2.9498  -3.8249  0.4993
H  4.9588  -3.1358  0.0238
H  5.3745  -1.4762  0.0831
H  3.7753  0.0177  0.4609
O  0.7641  0.5282  2.1341
C  0.6047  1.6916  2.9728
C  1.8639  2.5364  3.0079
C  2.3975  2.8385  1.6014
C  1.3376  3.4271  0.7167
C  1.1054  4.7966  0.7280
C  0.1072  5.3347  -0.0626
C  -0.6368  4.4805  -0.8644
C  -0.3522  3.1340  -0.8289
N  0.6011  2.6024  -0.0462
H  1.4910  -0.0198  2.4593
H  0.3070  1.3676  3.9699
H  -0.2271  2.2437  2.5364
H  2.6400  2.0398  3.5950
H  1.6348  3.4692  3.5283
H  2.7891  1.9284  1.1441
H  3.2366  3.5305  1.6664
H  1.7227  5.4302  1.3509
H  -0.0800  6.4001  -0.0623
H  -1.4152  4.8494  -1.5165
H  -0.8912  2.4346  -1.4542
C  -4.0804  -0.6782  -0.6845
N  -2.7633  -0.0450  -0.6860
C  -2.3464  0.4644  0.6052
C  -1.9445  -0.0777  -1.7651
N  -0.6276  -0.0417  -1.6329
N  -2.5231  -0.2082  -2.9875
C  -3.7171  0.5612  -3.3475
C  -1.7214  -0.6298  -4.1284
H  -4.1684  -1.2844  0.2183
H  -4.1861  -1.3247  -1.5498
H  -4.8875  0.0554  -0.6800
H  -3.0676  1.2031  0.9614
H  -1.3792  0.9507  0.5469
H  -2.2933  -0.3376  1.3474
H  -0.1939  0.0714  -2.5413
H  -4.0637  1.1516  -2.5060
H  -4.5216  -0.0950  -3.6803
H  -3.4656  1.2441  -4.1608
H  -1.1531  0.1993  -4.5640
H  -2.3936  -1.0163  -4.8915
H  -1.0413  -1.4301  -3.8424
Br  2.5397  0.8557  -2.1875

Okay, here come the Mulliken numbers, in e, for every atom: atom 1 (Ru): 0.711, atom 2 (C): -0.925, atom 3 (N): 0.062, atom 4 (C): -1.003, atom 5 (C): 0.355, atom 6 (N): 0.076, atom 7 (N): -0.070, atom 8 (C): 0.397, atom 9 (N): -0.401, atom 10 (N): -0.264, atom 11 (H): 0.299, atom 12 (H): 0.378, atom 13 (H): 0.324, atom 14 (H): 0.283, atom 15 (H): 0.404, atom 16 (H): 0.362, atom 17 (H): -0.332, atom 18 (H): 0.231, atom 19 (H): 0.170, atom 20 (H): 0.212, atom 21 (H): 0.121, atom 22 (O): -0.230, atom 23 (C): -0.739, atom 24 (C): -0.666, atom 25 (C): -0.091, atom 26 (C): 0.665, atom 27 (C): -0.842, atom 28 (C): -0.490, atom 29 (C): -0.940, atom 30 (C): -0.434, atom 31 (N): 0.505, atom 32 (H): 0.245, atom 33 (H): 0.370, atom 34 (H): 0.379, atom 35 (H): 0.362, atom 36 (H): 0.413, atom 37 (H): -0.556, atom 38 (H): 0.570, atom 39 (H): 0.522, atom 40 (H): 0.441, atom 41 (H): 0.490, atom 42 (H): 0.476, atom 43 (C): -1.247, atom 44 (N): 0.250, atom 45 (C): -0.971, atom 46 (C): 0.379, atom 47 (N): -0.073, atom 48 (N): 0.133, atom 49 (C): -1.199, atom 50 (C): -1.278, atom 51 (H): 0.406, atom 52 (H): 0.392, atom 53 (H): 0.354, atom 54 (H): 0.459, atom 55 (H): 0.267, atom 56 (H): 0.332, atom 57 (H): 0.034, atom 58 (H): 0.415, atom 59 (H): 0.358, atom 60 (H): 0.383, atom 61 (H): 0.406, atom 62 (H): 0.382, atom 63 (H): 0.375, atom 64 (Br): -0.394

---

Entry 4:
Here is C5H6O as an isolated structure from OMol25. Energies are from ωB97M-V/def2-TZVPD.

Values from the calculation:
Kohn-Sham gap (eV): 10.44
Net charge: 0
HOMO (eV): -9.28
E (eV): -7326.8387
Largest force on an atom (eV/A): 0.4

Positions of all 12 atoms, in Å:
C  0.8175  0.7830  0.4952
C  -0.5147  0.1280  0.8958
C  -0.4719  -1.2532  0.2417
C  -0.0401  -0.9485  -0.9778
O  -1.1211  0.9269  -0.1940
C  0.1313  0.5708  -0.8665
H  0.7937  1.8432  0.7642
H  1.7736  0.3092  0.7222
H  -0.9484  0.2334  1.8931
H  -0.8452  -2.1821  0.6556
H  0.0143  -1.5513  -1.8756
H  0.4108  1.1407  -1.7538

Okay, here come the Mulliken numbers, in e, for every atom: atom 1 (C): -0.575, atom 2 (C): -0.075, atom 3 (C): -0.511, atom 4 (C): -0.531, atom 5 (O): -0.448, atom 6 (C): -0.074, atom 7 (H): 0.256, atom 8 (H): 0.290, atom 9 (H): 0.452, atom 10 (H): 0.384, atom 11 (H): 0.377, atom 12 (H): 0.455

---

Which value of E does entry 4 give?
-7326.8387 eV

---

Look up the largest force on an atom of the second one.
0.7 eV/A

---

The highest E belongs to which entry?
C5H6O